Record 1
{
  "formula": "C37H30BeN3OPTe",
  "method": "ωB97M-V with the def2-TZVPD basis set",
  "lumo_energy_ev": [-0.9, -0.9],
  "de_lowest_ev": 0.267,
  "homo_lumo_gap_ha": [0.190, 0.190],
  "symbols": ["C", "C", "H", "N", "C", "C", "N", "C", "C", "H", "H", "O", "H", "H", "H", "C", "C", "H", "H", "H", "C", "H", "H", "H", "C", "C", "C", "C", "P", "H", "C", "C", "C", "C", "H", "C", "H", "H", "H", "C", "H", "C", "C", "H", "N", "H", "C", "C", "C", "C", "H", "C", "H", "C", "H", "Te", "H", "C", "C", "H", "Be", "C", "C", "H", "C", "C", "C", "H", "C", "C", "H", "C", "H", "H"],
  "positions_angstrom": [[1.059, 1.638, -1.945], [0.376, 3.778, 2.659], [-1.050, 3.636, -3.750], [-0.240, -6.669, -2.942], [-6.676, 0.090, -1.355], [-0.261, 3.377, -3.053], [3.231, 0.047, -1.140], [-0.055, -1.152, 1.823], [0.421, 4.381, -2.377], [-7.731, 0.328, -1.287], [5.133, 0.083, -0.514], [3.820, 0.090, -2.381], [-3.628, 1.521, -0.964], [5.951, 0.010, 1.532], [2.553, 2.467, -0.611], [0.070, -5.583, -2.734], [-1.677, -3.151, 2.914], [5.835, -0.172, 3.983], [-7.008, -1.950, -1.941], [-4.604, -2.506, -2.047], [1.748, 2.691, -1.308], [0.866, 4.431, 3.372], [0.289, -1.100, -3.730], [1.987, 4.800, -0.963], [0.322, 1.693, 1.449], [4.924, -0.154, 3.399], [0.059, 2.041, -2.839], [1.442, 4.033, -1.504], [0.993, 0.070, 0.938], [3.622, -0.346, 5.096], [3.829, -0.014, 1.239], [-6.268, -1.190, -1.712], [-2.226, -1.938, 2.525], [-1.423, -0.946, 1.983], [1.568, -0.263, 3.746], [0.488, -2.377, 2.218], [-6.027, 2.067, -0.824], [2.216, -2.347, -0.294], [1.852, 2.250, 2.863], [4.089, 0.048, -0.211], [-1.220, 5.155, 2.253], [2.532, -0.200, 3.257], [-0.314, -3.366, 2.769], [-2.307, -3.924, 3.336], [1.210, -1.584, -1.940], [1.501, -4.681, -0.627], [1.201, -3.906, -1.318], [-0.794, 4.183, 2.032], [-4.366, 0.750, -1.159], [1.567, -2.609, -1.120], [0.159, 5.422, -2.527], [-5.720, 1.060, -1.085], [1.551, -2.564, 2.108], [-4.914, -1.503, -1.776], [3.083, 0.316, -2.974], [-1.884, -1.045, -1.527], [-0.517, 1.287, -3.367], [-3.944, -0.539, -1.491], [3.688, -0.245, 4.020], [-1.871, -0.004, 1.703], [1.402, 0.029, -1.297], [2.573, -0.069, 1.869], [0.112, -3.212, -3.330], [-3.291, -1.765, 2.619], [0.437, -1.887, -3.008], [0.931, 2.536, 2.374], [4.986, -0.047, 2.023], [0.127, -4.307, 3.078], [-1.400, 3.350, 1.100], [0.455, -4.220, -2.469], [-2.308, 3.663, 0.596], [-0.836, 2.122, 0.795], [-1.268, 1.507, 0.010], [-0.429, -3.417, -4.242]],
  "forces_ev_per_a": [[0.26, 0.05, 0.13], [0.01, -0.01, 0.01], [0.00, -0.02, 0.02], [0.04, 0.04, 0.02], [0.02, -0.04, 0.00], [0.08, 0.10, -0.02], [-0.33, -0.01, 0.03], [0.09, -0.18, -0.16], [-0.03, -0.10, 0.01], [0.03, 0.00, -0.03], [0.03, 0.06, 0.02], [-0.06, -0.07, -0.30], [-0.02, -0.02, 0.01], [-0.03, -0.02, 0.03], [-0.03, 0.00, 0.03], [0.01, 0.10, -0.03], [-0.03, 0.02, 0.04], [-0.02, -0.01, -0.02], [0.04, 0.02, 0.03], [-0.02, 0.04, 0.03], [-0.02, -0.03, -0.14], [-0.03, -0.04, -0.04], [-0.28, 0.10, 0.13], [-0.02, -0.04, -0.05], [0.04, 0.06, -0.17], [0.01, -0.01, 0.07], [-0.06, -0.19, -0.07], [-0.03, -0.07, 0.02], [-0.24, -0.05, 0.44], [-0.01, 0.02, -0.05], [-0.05, -0.06, -0.08], [0.08, 0.04, 0.01], [0.00, -0.01, 0.01], [0.06, 0.08, 0.13], [0.00, 0.01, 0.01], [0.01, 0.02, -0.08], [0.01, -0.03, 0.01], [-0.10, 0.04, 0.07], [0.00, -0.02, 0.01], [0.13, 0.01, 0.45], [0.01, -0.06, 0.01], [-0.03, 0.07, -0.06], [0.06, 0.00, -0.04], [0.02, 0.03, -0.04], [-0.58, -0.34, -0.02], [0.00, 0.07, 0.00], [0.01, -0.19, -0.06], [0.03, -0.03, -0.01], [-0.09, -0.03, -0.02], [0.09, 0.24, -0.02], [0.00, -0.01, -0.02], [0.07, -0.02, -0.02], [-0.01, 0.00, 0.00], [-0.09, 0.08, 0.03], [0.05, 0.14, 0.01], [-0.25, -0.03, -0.03], [-0.05, 0.03, 0.08], [0.10, -0.01, 0.05], [0.01, -0.01, 0.03], [-0.03, 0.00, -0.09], [0.21, 0.12, 0.02], [-0.01, 0.06, -0.08], [-0.19, 0.20, -0.20], [0.04, 0.00, 0.02], [0.91, -0.03, -0.09], [-0.03, 0.01, -0.01], [0.08, -0.01, -0.09], [-0.02, 0.05, -0.02], [0.01, 0.02, 0.03], [0.11, -0.12, 0.14], [0.08, -0.01, -0.01], [0.04, 0.02, -0.12], [-0.02, -0.04, 0.06], [-0.06, 0.05, 0.06]]
}



Record 2
{
  "formula": "C37H30BrCsF3IN4O3S2",
  "method": "ωB97M-V with the def2-TZVPD basis set",
  "charge": -2,
  "lumo_energy_ev": 3.8,
  "de_lowest_ev": 0.000,
  "homo_lumo_gap_ha": 0.212,
  "symbols": ["O", "F", "C", "C", "H", "C", "H", "H", "C", "Br", "H", "C", "C", "C", "H", "H", "H", "C", "I", "N", "N", "C", "H", "C", "F", "C", "H", "C", "H", "C", "C", "O", "H", "S", "C", "C", "H", "H", "H", "H", "C", "C", "C", "H", "C", "C", "C", "N", "C", "F", "C", "C", "C", "H", "H", "C", "H", "H", "C", "C", "C", "C", "H", "H", "C", "N", "C", "S", "H", "C", "O", "H", "C", "H", "H", "H", "C", "H", "Cs", "H", "C", "H"],
  "positions_angstrom": [[2.098, 1.597, 1.221], [-1.603, -1.670, 2.664], [-0.374, -3.788, 0.851], [-1.516, 0.304, -4.719], [-4.292, -3.546, -4.301], [1.076, -4.459, 2.586], [1.272, -4.995, 3.507], [2.287, -2.029, 4.718], [4.283, -0.198, -1.158], [-2.092, -3.802, 0.030], [-4.930, 4.501, -1.796], [2.493, -0.895, -2.463], [1.748, -2.984, 0.840], [4.279, -1.273, 5.043], [3.798, 4.289, 3.907], [-4.075, -2.555, -2.268], [4.559, 0.955, -4.360], [-4.836, 3.422, -1.753], [-3.527, 0.554, 1.222], [-4.530, -0.763, -1.527], [3.106, -0.855, -1.275], [-0.659, -0.747, 3.171], [-0.149, 1.626, -5.675], [-3.425, -1.646, -4.817], [-0.149, -1.485, 4.269], [-4.378, 2.813, -0.593], [-5.282, 0.653, -3.649], [0.884, 2.557, 3.686], [4.552, -2.052, 5.745], [0.732, 4.280, 5.359], [-3.937, -1.477, -2.401], [-5.822, -2.213, -4.730], [-0.916, 2.291, -4.201], [5.124, -0.184, 0.346], [0.156, 3.227, 4.656], [-4.562, 0.636, -1.633], [-4.495, -3.069, -5.987], [2.468, -2.331, 0.350], [0.443, 1.731, 3.138], [0.160, 4.804, 6.116], [4.853, 0.711, 3.817], [2.661, -0.286, 3.555], [-2.748, -1.204, -5.928], [5.568, 1.470, 3.524], [2.778, 3.995, 4.128], [2.061, -3.684, 1.992], [2.195, 2.943, 3.442], [0.535, -3.040, 0.274], [-0.492, 1.397, -4.666], [-1.523, 0.163, 3.858], [-4.493, -2.695, -4.963], [-2.124, -0.081, -3.458], [2.039, 4.666, 5.095], [-5.526, 3.100, -3.763], [6.194, -0.303, 5.148], [-4.254, 1.434, -0.530], [0.358, 1.107, -4.044], [-2.964, -1.620, -6.907], [5.201, -0.287, 4.716], [-5.034, 1.264, -2.788], [3.016, -1.271, 4.464], [-0.179, -4.522, 2.009], [1.676, -0.294, 3.095], [-4.113, 3.410, 0.269], [4.799, 0.482, -2.294], [-1.814, -0.231, -5.880], [-5.168, 2.640, -2.849], [3.139, 2.063, 2.175], [5.722, 1.035, -2.181], [-3.149, -1.062, -3.566], [-1.737, 0.434, -2.370], [2.402, -0.357, -4.541], [4.147, 0.432, -3.502], [-0.988, -5.085, 2.448], [-5.836, -1.804, -3.856], [-0.858, 2.909, 4.861], [3.585, 0.703, 3.262], [3.049, -3.584, 2.419], [0.056, 0.082, -0.118], [1.557, -1.453, -2.488], [2.955, -0.289, -3.615], [2.482, 5.492, 5.639]],
  "forces_ev_per_a": [[0.08, 0.06, 0.06], [-0.03, 0.06, 0.04], [0.05, 0.05, 0.04], [0.05, 0.01, 0.04], [0.00, 0.00, 0.00], [0.01, 0.01, 0.00], [0.01, 0.00, 0.00], [-0.01, 0.01, -0.02], [-0.12, 0.10, -0.02], [-0.04, -0.01, -0.02], [0.00, 0.00, 0.00], [0.05, -0.01, 0.06], [0.02, 0.04, 0.04], [0.01, 0.02, -0.02], [0.01, -0.01, -0.01], [0.00, 0.00, -0.01], [-0.01, 0.00, 0.00], [0.00, 0.01, 0.03], [-0.05, 0.05, -0.10], [-0.02, -0.01, 0.04], [-0.05, -0.05, -0.15], [-0.01, 0.04, 0.08], [0.01, 0.00, 0.00], [-0.02, 0.01, 0.01], [-0.02, 0.02, -0.02], [-0.01, 0.02, -0.05], [0.00, 0.00, 0.00], [0.03, 0.01, 0.03], [-0.01, 0.00, 0.01], [-0.01, 0.01, 0.01], [0.01, -0.04, 0.04], [0.00, 0.00, 0.01], [0.00, 0.00, 0.00], [0.03, -0.02, 0.05], [0.01, -0.01, -0.02], [-0.03, 0.07, -0.06], [0.00, 0.00, 0.00], [0.02, -0.02, 0.01], [0.00, -0.01, 0.00], [-0.01, -0.01, 0.00], [0.03, 0.00, 0.03], [0.04, 0.03, 0.01], [0.01, 0.00, 0.00], [0.00, 0.00, -0.01], [-0.05, 0.02, 0.05], [-0.01, 0.02, 0.00], [0.00, 0.00, -0.04], [0.02, -0.05, -0.05], [-0.01, -0.01, -0.01], [0.01, -0.12, -0.05], [0.01, -0.01, 0.00], [-0.03, 0.00, -0.04], [0.03, -0.01, -0.01], [0.00, 0.00, 0.00], [0.01, 0.00, -0.01], [0.06, -0.06, 0.13], [0.00, 0.00, 0.00], [0.00, 0.00, 0.00], [-0.01, -0.01, 0.00], [0.00, -0.02, 0.02], [-0.01, -0.08, 0.02], [-0.04, -0.02, 0.00], [0.01, 0.01, 0.01], [0.00, -0.01, 0.00], [0.02, -0.02, -0.09], [0.00, -0.01, -0.01], [0.00, -0.02, -0.02], [-0.02, -0.09, -0.05], [0.00, -0.02, 0.02], [0.02, 0.04, -0.09], [-0.09, 0.04, 0.04], [0.00, -0.01, 0.00], [0.02, 0.00, 0.06], [0.00, 0.01, 0.00], [0.00, 0.00, 0.00], [0.00, 0.01, 0.00], [-0.03, 0.03, -0.04], [0.02, -0.01, 0.02], [-0.01, -0.05, 0.02], [0.02, -0.01, -0.01], [0.05, 0.05, 0.04], [0.00, 0.00, 0.00]]
}



Record 3
{
  "formula": "C37H30Cl2MnN3P2SSe",
  "method": "ωB97M-V with the def2-TZVPD basis set",
  "charge": 1,
  "s_squared": 8.97,
  "lumo_energy_ev": [-3.5, -3.7],
  "spin_multiplicity": 6,
  "de_lowest_ev": 13.111,
  "homo_lumo_gap_ha": [0.210, 0.186],
  "symbols": ["C", "C", "P", "H", "C", "C", "C", "P", "N", "H", "H", "H", "C", "C", "H", "C", "H", "C", "S", "H", "C", "H", "C", "C", "H", "H", "C", "Cl", "C", "H", "C", "C", "C", "H", "H", "H", "H", "H", "C", "N", "C", "H", "C", "H", "C", "C", "C", "C", "H", "C", "C", "C", "C", "N", "H", "Se", "H", "H", "C", "C", "H", "H", "H", "H", "H", "C", "H", "C", "C", "Cl", "C", "C", "C", "H", "Mn", "H", "C"],
  "positions_angstrom": [[-2.724, 0.919, 4.115], [2.289, 1.100, 6.320], [-3.438, 0.874, -0.395], [-3.400, 0.263, 6.058], [3.867, -2.345, -1.776], [1.503, -0.860, -2.420], [-2.599, 0.493, 2.824], [0.902, 1.408, 2.455], [2.631, -3.294, 0.100], [0.362, -1.681, 6.154], [-3.495, 0.083, -5.260], [4.751, -2.919, -1.536], [1.669, -0.075, 6.726], [2.928, 2.631, 1.022], [2.730, 5.984, 2.925], [2.011, 2.779, 2.063], [-2.355, 1.896, 4.406], [-5.163, 1.392, -0.634], [-3.362, -1.054, 0.498], [2.986, 1.691, 0.485], [-6.838, 2.720, -1.742], [4.496, 3.546, -0.117], [1.941, 4.003, 2.738], [-2.944, 0.494, -4.424], [-1.381, 1.295, -5.654], [0.606, -0.305, -2.663], [2.706, -2.480, -0.949], [-4.303, -3.073, 2.697], [-7.763, 2.388, -0.765], [-0.977, 2.012, -1.455], [2.079, 1.603, 5.046], [-5.543, 2.221, -1.688], [-1.753, 1.174, -4.645], [-5.811, 0.430, 1.183], [-3.281, 4.642, 1.848], [-8.774, 2.770, -0.821], [1.210, 4.140, 3.526], [4.672, -1.418, -3.490], [3.712, 4.877, 1.369], [-1.919, 3.048, 1.718], [3.779, 3.675, 0.682], [1.842, -0.462, 7.722], [1.240, 0.928, 4.150], [-8.104, 1.296, 1.053], [-2.709, 0.891, -2.061], [-6.095, 1.069, 0.354], [2.789, 5.043, 2.395], [-3.424, 0.345, -3.132], [-4.348, -0.188, -2.951], [-7.388, 1.561, 0.285], [-1.038, 1.706, -3.582], [-3.294, 0.015, 5.010], [0.837, -0.758, 5.847], [0.516, -1.897, -0.439], [4.374, 5.690, 1.101], [1.022, -3.142, 0.822], [-0.011, -0.808, 3.882], [2.948, 1.625, 6.998], [0.629, -0.264, 4.572], [1.520, -1.712, -1.283], [-4.836, 2.498, -2.458], [2.582, 2.510, 4.741], [-1.672, 4.962, 2.518], [-7.122, 3.367, -2.561], [-0.116, 2.244, -3.761], [3.809, -1.520, -2.846], [-4.139, -1.942, 5.243], [-2.213, 4.451, 1.718], [2.629, -0.779, -3.168], [-1.701, 1.629, 1.658], [-1.516, 1.567, -2.284], [-3.653, -1.556, 3.209], [-3.113, -0.667, 2.272], [2.646, -0.143, -4.043], [-0.642, -0.432, 0.616], [-1.903, 4.881, 0.765], [-3.716, -1.223, 4.555]],
  "forces_ev_per_a": [[-0.03, -0.53, 0.64], [0.00, 0.02, -0.02], [-0.49, 1.74, -0.11], [0.01, 0.02, -0.01], [0.00, -0.12, 0.09], [-0.03, 0.11, -0.04], [0.00, 1.27, -1.57], [1.24, -0.83, -0.13], [-0.08, 0.43, -0.34], [0.00, 0.00, 0.00], [0.00, -0.01, 0.01], [0.01, 0.00, 0.01], [0.00, 0.01, 0.00], [0.00, 0.01, -0.05], [0.00, 0.00, 0.00], [-0.08, 0.14, 0.17], [0.01, -0.04, 0.03], [-0.24, -0.82, -0.05], [0.60, -0.16, -0.07], [0.00, 0.00, 0.00], [0.01, 0.01, -0.01], [0.00, 0.00, 0.00], [0.00, 0.00, -0.05], [-0.05, -0.07, 0.07], [-0.01, 0.00, 0.00], [0.01, -0.05, 0.00], [-0.02, -0.28, 0.13], [0.01, 0.00, 0.03], [0.01, 0.00, 0.00], [-0.01, 0.02, 0.01], [-0.01, 0.00, 0.01], [0.01, 0.08, 0.09], [0.04, 0.01, -0.03], [0.00, -0.03, -0.01], [-0.01, 0.01, -0.03], [0.00, 0.00, 0.00], [0.01, 0.00, 0.01], [0.01, 0.00, 0.01], [-0.01, 0.02, 0.01], [0.14, 2.66, -0.21], [-0.02, -0.05, -0.02], [0.00, 0.00, 0.00], [-0.04, -0.06, -0.03], [0.00, 0.00, 0.00], [-0.68, -0.95, 0.04], [-0.02, 0.05, -0.04], [-0.01, -0.02, 0.00], [0.42, -0.01, -0.25], [-0.04, 0.04, 0.00], [0.02, 0.00, 0.02], [0.01, 0.02, 0.05], [0.14, 0.30, -0.09], [-0.01, 0.00, -0.04], [-0.77, 0.28, 1.08], [0.00, 0.00, 0.01], [0.02, 0.80, -0.93], [0.02, 0.00, 0.01], [0.00, 0.00, 0.00], [-0.07, 0.03, 0.06], [0.28, -0.48, 0.62], [0.00, -0.02, -0.02], [0.01, 0.00, -0.01], [0.00, -0.03, -0.01], [0.00, 0.00, 0.00], [0.00, 0.01, 0.00], [0.15, -0.02, -0.05], [-0.01, 0.01, -0.01], [-0.46, -0.11, 0.05], [-0.03, 0.09, -0.09], [-0.10, -2.46, 1.53], [0.02, 0.09, -0.02], [0.03, -0.13, -0.18], [-0.44, -0.08, -0.01], [-0.01, 0.01, -0.01], [0.70, -0.84, -0.34], [-0.02, 0.00, -0.01], [-0.07, -0.12, 0.11]]
}